Model a:
Here is a cluster of 6 separate species, CH14N2O5 in total from OMol25. Energies are from ωB97M-V/def2-TZVPD.

Structure (ORCA input):
```
! RIJCOSX wB97M-V def2-TZVPD def2/J DEFGRID3
* xyz 0 1
N -0.560 -1.486 -1.268
C -1.021 -0.632 -0.259
N -1.407 -1.157 0.821
H -0.981 -1.297 -2.170
H -0.691 -2.450 -1.004
H -0.999 0.397 -0.622
H -1.677 -0.683 1.664
H -1.157 2.682 1.684
H -0.412 1.353 2.017
O -0.323 2.194 1.530
H 0.733 2.069 -0.233
H 1.660 3.038 -1.057
O 1.197 2.195 -1.072
H 0.511 -0.057 3.703
H 0.289 -0.854 2.415
O -0.055 -0.101 2.917
H -0.220 1.612 -4.377
H 0.516 0.374 -4.047
O 0.131 0.818 -4.800
H 2.141 -2.649 0.921
H 0.711 -2.837 1.541
O 1.616 -2.527 1.699
*
```

Properties
Structure (SMILES) = [H]/N=C/N.O.O.O.O.O
E_HOMO = -9.80 eV



Model b:
Here is a cluster of 6 separate species, CH14N2O5 in total from OMol25. Energies are from ωB97M-V/def2-TZVPD.

Structure (ORCA input):
```
! RIJCOSX wB97M-V def2-TZVPD def2/J DEFGRID3
* xyz 0 1
N -0.201 -0.107 -0.640
C -0.787 -1.290 -1.323
N -0.230 -1.588 -2.504
H 0.164 -0.338 0.289
H 0.727 0.155 -1.063
H -1.744 -1.720 -1.049
H -0.765 -2.264 -3.095
H -1.867 2.200 1.525
H -1.928 1.659 -0.021
O -2.166 2.466 0.652
H 1.393 1.753 0.300
H 1.884 2.910 -0.570
O 1.858 1.974 -0.503
H -1.130 0.650 2.732
H 0.361 0.082 2.623
O -0.519 -0.052 3.035
H -1.221 -2.746 2.357
H -0.112 -2.100 1.465
O -0.934 -2.479 1.392
H 1.765 0.026 -2.109
H 2.793 0.893 -1.762
O 2.657 -0.084 -1.729
*
```

Properties
Structure (SMILES) = [H]/N=C/N.O.O.O.O.O
E_HOMO = -10.08 eV



Quick one: least stable of them? model b